(1)
The ion C5H12NO with charge -1 in a non-equilibrium geometry, computed with wB97M-V/def2-TZVPD.

Summary:
Maximum force (eV/Å): 3.72
Charge: -1
Calculated total energy (eV): -8913.7672
Frontier orbital gap (spin up / spin down) (eV): 5.24 / 5.24
SMILES: CN([O-])C(C)(C)C

Geometry (Å):
1 O 1.87 -1.32 0.11
2 N 1.17 -0.32 0.62
3 C -0.24 -0.27 0.11
4 C 1.89 1.19 -0.02
5 C -0.98 0.89 0.80
6 C -0.51 -0.19 -1.36
7 C -0.88 -1.62 0.51
8 H 1.89 1.69 0.87
9 H -0.66 -1.81 1.58
10 H 0.27 -0.63 -2.05
11 H -1.46 -0.57 -1.49
12 H 1.33 1.74 -0.76
13 H -0.72 1.91 0.45
14 H -0.53 -2.36 -0.11
15 H -1.97 -1.60 0.30
16 H -1.98 0.77 0.77
17 H 2.84 0.91 -0.45
18 H -0.70 0.77 1.83
19 H -0.62 0.82 -1.71



(2)
The ion C5H12NO with charge -1 in a non-equilibrium geometry, computed with wB97M-V/def2-TZVPD.

Summary:
Maximum force (eV/Å): 2.09
Charge: -1
Calculated total energy (eV): -8916.0621
Frontier orbital gap (eV): 5.91
SMILES: CN[C@H](C)CC[O-]

Geometry (Å):
1 O -2.72 -0.50 0.46
2 N 1.63 0.62 -0.51
3 C 2.82 -0.20 -0.42
4 C 0.45 -0.04 0.13
5 C -0.69 0.99 0.24
6 C -2.03 0.55 0.96
7 C 0.00 -1.23 -0.67
8 H 2.86 -1.07 -1.07
9 H -0.89 1.37 -0.78
10 H 0.74 -2.05 -0.73
11 H 3.05 -0.55 0.59
12 H -0.37 1.93 0.72
13 H 0.80 -0.29 1.14
14 H -1.65 0.28 1.98
15 H 1.35 0.74 -1.47
16 H -0.84 -1.75 -0.19
17 H 3.73 0.42 -0.55
18 H -0.50 -0.94 -1.59
19 H -2.66 1.47 0.92



(3)
The ion C5H12NO with charge -1 in a non-equilibrium geometry, computed with wB97M-V/def2-TZVPD.

Summary:
Maximum force (eV/Å): 3.72
Charge: -1
Calculated total energy (eV): -8915.0649
Frontier orbital gap (eV): 6.35
SMILES: CCN[C@H](C)C[O-]

Geometry (Å):
1 O 0.32 2.35 -0.04
2 N 0.70 -0.12 -0.45
3 C 0.55 1.78 1.16
4 C -0.25 -1.02 -2.57
5 C -0.55 -0.62 -1.07
6 C -0.40 -0.45 1.98
7 C 0.70 0.11 1.05
8 H -0.86 -2.00 -2.78
9 H -0.17 2.20 1.85
10 H -0.64 -0.29 -3.18
11 H -0.48 -1.62 1.85
12 H 0.80 -1.12 -2.75
13 H 1.68 1.97 1.49
14 H -1.37 0.07 -1.11
15 H 1.71 0.01 1.44
16 H -0.41 -0.19 3.04
17 H -0.95 -1.55 -0.53
18 H -1.37 -0.21 1.62
19 H 0.98 0.69 -0.99



(4)
The ion C5H12NO with charge -1 in a non-equilibrium geometry, computed with wB97M-V/def2-TZVPD.

Summary:
Maximum force (eV/Å): 2.76
Charge: -1
Calculated total energy (eV): -8916.3172
Frontier orbital gap (eV): 6.30
SMILES: CC[C@@H](C)NC[O-]

Geometry (Å):
1 O 2.76 -0.66 -0.67
2 N 0.57 -1.35 0.06
3 C -1.61 1.15 -1.07
4 C -1.42 0.13 0.01
5 C 0.09 0.04 0.41
6 C 1.64 -1.29 -1.01
7 C 0.45 0.40 1.83
8 H -1.79 -0.85 -0.27
9 H -2.54 1.20 -1.65
10 H -1.97 0.49 0.90
11 H -0.86 1.12 -1.88
12 H 1.07 -0.78 -1.81
13 H 0.81 -1.74 0.95
14 H 1.53 0.31 1.92
15 H -0.02 -0.12 2.67
16 H 1.82 -2.36 -1.26
17 H -1.44 2.19 -0.75
18 H 0.67 0.64 -0.29
19 H 0.22 1.47 1.92



(5)
The ion C5H12NO with charge -1 in a non-equilibrium geometry, computed with wB97M-V/def2-TZVPD.

Summary:
Maximum force (eV/Å): 1.43
Charge: -1
Calculated total energy (eV): -8915.9824
Frontier orbital gap (eV): 5.63
SMILES: CCNCCC[O-]

Geometry (Å):
1 O -3.31 1.95 1.46
2 N 0.46 -0.12 -0.71
3 C 2.92 -0.30 -0.90
4 C -0.76 -0.45 0.09
5 C 1.59 -1.01 -0.61
6 C -2.85 0.88 0.81
7 C -1.28 0.72 0.90
8 H -3.32 -0.04 1.26
9 H -0.57 -1.35 0.68
10 H -3.04 0.90 -0.31
11 H 1.50 -1.77 -1.40
12 H 0.67 0.86 -0.54
13 H 3.44 -0.10 0.04
14 H -1.11 0.61 1.97
15 H -0.90 1.68 0.53
16 H -1.49 -0.76 -0.68
17 H 3.55 -0.88 -1.56
18 H 1.66 -1.47 0.38
19 H 2.84 0.66 -1.42



(6)
The ion C5H12NO with charge -1 in a non-equilibrium geometry, computed with wB97M-V/def2-TZVPD.

Summary:
Maximum force (eV/Å): 3.09
Charge: -1
Calculated total energy (eV): -8915.6771
Frontier orbital gap (eV): 6.42
SMILES: CCC[C@@H](N)C[O-]

Geometry (Å):
1 O 2.76 -0.63 -0.22
2 N 0.42 -0.80 -2.07
3 C 1.78 -1.59 -0.10
4 C -1.68 1.61 1.40
5 C 0.17 0.19 0.30
6 C -1.04 1.11 0.14
7 C 0.33 -1.11 -0.62
8 H 1.25 0.64 0.35
9 H -2.56 2.23 1.29
10 H 1.56 -2.01 0.99
11 H -0.56 -1.75 -0.64
12 H 1.96 -2.53 -0.71
13 H 1.42 -0.56 -2.28
14 H -0.06 0.08 -2.16
15 H -2.13 0.67 1.89
16 H -1.95 0.56 -0.38
17 H -0.83 1.93 -0.58
18 H 0.03 -0.25 1.37
19 H -0.87 2.21 2.06